18
Properties=species:S:1:pos:R:3:mulliken_charge:R:1 method="wB97M-V/def2-TZVPD" homo_energy_ev=-8.33 relative_energy_kcal_mol=101.60 total_charge=0 lumo_energy_ev=0.8 gap_ev=9.15
C 0.301 -0.011 -0.466 0.72
C -0.972 0.680 -0.303 -0.07
C 0.257 -1.325 -1.213 -1.52
C 0.841 -0.426 1.278 -0.93
N -0.947 2.027 -0.069 -0.31
O 1.314 0.864 -0.922 -0.56
O -1.430 -0.313 1.248 -0.70
H 2.170 0.496 -0.651 0.42
H -2.027 -0.978 1.623 0.19
H -1.856 0.288 -0.785 0.30
H -0.157 2.396 0.442 0.20
H -1.524 2.672 -0.587 0.23
H -0.538 -1.956 -0.813 0.37
H 0.108 -1.168 -2.286 0.37
H 1.206 -1.858 -1.099 0.32
H 0.957 0.563 1.714 0.29
H 0.481 -1.176 1.974 0.29
H 1.816 -0.774 0.913 0.39